Run 1
{
  "formula": "C2H4ClNO2",
  "method": "ωB97M-V with the def2-TZVPD basis set",
  "mol_weight_da": 109.5,
  "multiplicity": 1,
  "elements": ["C", "C", "N", "O", "O", "Cl", "H", "H", "H", "H"],
  "coordinates": [[-0.238, 1.309, -0.125], [0.582, 0.077, -0.627], [-0.434, -1.589, 0.568], [-0.828, -2.484, -0.076], [-0.257, -1.357, 1.710], [2.086, -0.120, 0.104], [0.243, 2.371, -0.237], [-0.451, 1.059, 0.950], [-1.200, 1.193, -0.629], [0.496, -0.458, -1.638]],
  "nbo_charge": [-0.69, -0.18, 0.53, -0.33, -0.34, 0.06, 0.24, 0.25, 0.23, 0.23]
}



Run 2
{
  "formula": "C2H4ClNO2",
  "method": "ωB97M-V with the def2-TZVPD basis set",
  "smiles": "CO/[N+]([O-])=C/Cl",
  "mol_weight_da": 109.5,
  "multiplicity": 1,
  "elements": ["C", "O", "N", "O", "C", "Cl", "H", "H", "H", "H"],
  "coordinates": [[-0.399, 1.515, 0.149], [0.134, 0.440, 0.737], [-0.117, -0.711, -0.022], [-1.081, -0.700, -0.826], [0.808, -1.592, 0.059], [0.715, -3.060, -0.689], [-1.523, 1.679, 0.206], [-0.088, 1.607, -1.028], [-0.005, 2.340, 0.578], [1.556, -1.520, 0.837]],
  "nbo_charge": [-0.26, -0.35, 0.33, -0.48, -0.11, 0.09, 0.19, 0.18, 0.20, 0.23]
}



Run 3
{
  "formula": "C2H4ClNO2",
  "method": "ωB97M-V with the def2-TZVPD basis set",
  "smiles": "O=NCl.CC=O",
  "mol_weight_da": 109.5,
  "multiplicity": 1,
  "elements": ["O", "N", "Cl", "C", "C", "O", "H", "H", "H", "H"],
  "coordinates": [[-1.792, 0.240, 1.055], [-2.646, 0.900, 0.582], [-2.195, 1.438, -1.076], [0.816, -0.995, 0.049], [1.169, 0.486, -0.116], [0.433, 1.222, -0.717], [0.733, -1.384, -1.007], [1.550, -1.576, 0.460], [-0.229, -1.166, 0.468], [2.161, 0.835, 0.303]],
  "nbo_charge": [-0.22, 0.23, 0.00, -0.74, 0.44, -0.53, 0.24, 0.21, 0.25, 0.11]
}



Energy relative to the most stable one, in kcal/mol: run 1 33.3; run 2 21.9; run 3 0.0



Run 1
{
  "formula": "C3H10NOS",
  "method": "ωB97M-V with the def2-TZVPD basis set",
  "total_charge": -1,
  "mol_weight_da": 108.2,
  "multiplicity": 1,
  "elements": ["C", "S", "C", "H", "H", "H", "H", "H", "H", "N", "C", "O", "H", "H", "H", "H"],
  "coordinates": [[-1.186, -1.276, 1.692], [-2.766, -0.782, 0.767], [-2.198, -0.399, -0.974], [-0.689, -0.279, 1.718], [-0.627, -1.676, 0.747], [-1.125, -1.950, 2.558], [-1.591, 0.584, -1.018], [-1.452, -1.189, -1.230], [-3.048, -0.208, -1.676], [2.652, 0.806, -1.029], [1.729, 0.899, 0.150], [0.505, 0.417, -0.251], [2.114, 1.282, -1.790], [3.486, 1.408, -0.948], [2.265, 0.348, 0.972], [1.930, 2.015, 0.312]],
  "nbo_charge": [-0.77, 0.05, -0.75, 0.27, 0.25, 0.21, 0.27, 0.23, 0.20, -0.89, 0.13, -0.96, 0.33, 0.30, 0.07, 0.04]
}



Run 2
{
  "formula": "C3H10NOS",
  "method": "ωB97M-V with the def2-TZVPD basis set",
  "total_charge": -1,
  "mol_weight_da": 108.2,
  "multiplicity": 1,
  "elements": ["C", "N", "C", "C", "S", "H", "H", "H", "H", "H", "H", "H", "H", "H", "H", "O"],
  "coordinates": [[-2.975, -0.327, -1.799], [-1.627, -0.820, -1.601], [-0.552, 0.090, -1.312], [0.373, -0.311, -0.160], [1.426, 1.029, 0.450], [-2.886, 0.646, -2.218], [-3.530, -1.033, -2.387], [-3.533, -0.268, -0.845], [-1.482, -1.802, -1.458], [-0.956, 1.056, -1.021], [0.075, 0.338, -2.191], [-0.321, -0.613, 0.639], [0.926, -1.199, -0.472], [2.131, -1.360, 3.298], [1.678, -0.254, 2.378], [1.896, -0.427, 3.328]],
  "nbo_charge": [-0.39, -0.67, -0.23, -0.53, -0.69, 0.19, 0.18, 0.15, 0.36, 0.19, 0.16, 0.17, 0.16, 0.44, 0.50, -0.98]
}



Energy relative to the most stable one, in kcal/mol: run 1 48.3; run 2 0.0



Run 1
{
  "formula": "C3H10NOS",
  "method": "ωB97M-V with the def2-TZVPD basis set",
  "total_charge": -1,
  "mol_weight_da": 108.2,
  "multiplicity": 1,
  "elements": ["C", "C", "C", "S", "N", "H", "H", "H", "H", "H", "H", "H", "H", "H", "H", "O"],
  "coordinates": [[0.463, 0.853, 1.178], [1.104, 0.330, -0.107], [0.024, 0.021, -1.184], [-0.689, -1.685, -1.117], [2.062, -0.740, 0.112], [-0.283, 1.610, 0.931], [-0.117, 0.057, 1.663], [1.185, 1.277, 1.877], [1.640, 1.211, -0.491], [0.510, 0.190, -2.151], [-0.746, 0.791, -1.092], [2.505, -0.906, -0.788], [1.494, -1.580, 0.245], [-3.606, -0.927, 0.593], [-2.354, -0.413, -0.017], [-3.193, -0.091, 0.348]],
  "nbo_charge": [-0.62, -0.06, -0.53, -0.73, -0.86, 0.20, 0.21, 0.19, 0.15, 0.17, 0.18, 0.34, 0.38, 0.46, 0.50, -0.99]
}



Run 2
{
  "formula": "C3H10NOS",
  "method": "ωB97M-V with the def2-TZVPD basis set",
  "total_charge": -1,
  "mol_weight_da": 108.2,
  "multiplicity": 1,
  "elements": ["C", "S", "C", "H", "H", "H", "H", "H", "H", "N", "C", "O", "H", "H", "H", "H"],
  "coordinates": [[-0.268, 2.863, -0.394], [-0.880, 2.006, 1.070], [-0.049, 0.417, 0.871], [-0.934, 2.833, -1.249], [-0.068, 3.902, -0.114], [0.684, 2.408, -0.668], [-0.578, -0.403, 1.362], [0.959, 0.432, 1.263], [0.023, 0.125, -0.175], [0.544, -2.430, -2.078], [0.302, -2.567, -0.570], [1.336, -2.216, 0.144], [-0.176, -2.961, -2.570], [1.407, -2.950, -2.231], [-0.085, -3.626, -0.445], [-0.626, -1.954, -0.410]],
  "nbo_charge": [-0.75, 0.13, -0.75, 0.20, 0.21, 0.23, 0.24, 0.22, 0.25, -0.91, 0.16, -0.92, 0.31, 0.33, 0.02, 0.03]
}



Energy relative to the most stable one, in kcal/mol: run 1 0.0; run 2 44.2



Run 1
{
  "formula": "C3H10NOS",
  "method": "ωB97M-V with the def2-TZVPD basis set",
  "total_charge": -1,
  "mol_weight_da": 108.2,
  "multiplicity": 1,
  "elements": ["C", "C", "C", "S", "N", "H", "H", "H", "H", "H", "H", "H", "H", "H", "H", "O"],
  "coordinates": [[-0.440, 0.064, -1.158], [-0.916, 0.700, 0.120], [0.252, 0.740, 1.103], [0.490, -1.046, 1.922], [-2.174, 0.226, 0.539], [0.377, 0.599, -1.647], [0.037, -0.795, -0.908], [-1.260, -0.027, -1.930], [-1.113, 1.760, -0.003], [0.199, 1.608, 1.835], [1.208, 0.918, 0.585], [-2.000, -0.487, 1.227], [-2.636, -0.284, -0.201], [3.118, -0.780, -0.680], [2.101, -1.492, -0.073], [2.758, -1.706, -0.730]],
  "nbo_charge": [-0.61, -0.09, -0.47, -0.79, -0.85, 0.19, 0.23, 0.17, 0.15, 0.18, 0.18, 0.38, 0.34, 0.45, 0.50, -0.96]
}



Run 2
{
  "formula": "C3H10NOS",
  "method": "ωB97M-V with the def2-TZVPD basis set",
  "total_charge": -1,
  "mol_weight_da": 108.2,
  "multiplicity": 1,
  "elements": ["C", "S", "C", "H", "H", "H", "H", "H", "H", "N", "C", "O", "H", "H", "H", "H"],
  "coordinates": [[2.139, 0.422, 0.452], [2.243, -0.052, -1.296], [0.458, -0.013, -1.687], [1.185, 0.132, 0.865], [3.004, 0.047, 0.964], [2.034, 1.557, 0.458], [0.168, 1.043, -1.482], [-0.058, -0.517, -0.904], [0.276, -0.474, -2.759], [-2.408, 0.811, 1.929], [-2.658, -0.552, 1.368], [-1.896, -0.778, 0.307], [-2.294, 1.350, 1.025], [-1.442, 0.757, 2.393], [-3.789, -0.541, 1.110], [-2.574, -1.121, 2.305]],
  "nbo_charge": [-0.75, 0.10, -0.74, 0.25, 0.21, 0.20, 0.21, 0.29, 0.22, -0.91, 0.14, -0.97, 0.34, 0.32, 0.04, 0.06]
}



Run 3
{
  "formula": "C3H10NOS",
  "method": "ωB97M-V with the def2-TZVPD basis set",
  "total_charge": -1,
  "mol_weight_da": 108.2,
  "multiplicity": 1,
  "elements": ["C", "N", "C", "C", "S", "H", "H", "H", "H", "H", "H", "H", "H", "H", "H", "O"],
  "coordinates": [[1.561, -0.584, 0.223], [0.128, -0.534, -0.281], [-1.032, -0.231, 0.600], [-0.839, 0.924, 1.597], [-2.331, 1.871, 1.962], [1.549, -1.606, 0.870], [1.811, 0.049, 1.178], [2.458, -0.857, -0.562], [0.188, 0.266, -0.788], [-1.881, 0.237, -0.138], [-1.259, -1.208, 1.147], [-0.075, 1.571, 1.173], [-0.433, 0.537, 2.550], [-0.673, 0.185, -3.198], [0.762, -0.243, -2.831], [0.067, -0.377, -3.502]],
  "nbo_charge": [-0.48, -0.64, -0.23, -0.57, -0.70, 0.18, 0.20, 0.21, 0.32, 0.21, 0.18, 0.16, 0.17, 0.47, 0.47, -0.95]
}



Energy relative to the most stable one, in kcal/mol: run 1 0.0; run 2 30.4; run 3 39.9